# CH3NO2

An isolated molecule of CH3NO2 at a distorted geometry (wB97M-V/def2-TZVPD, the Open Molecules 2025 dataset).

Results
Relative energy (zero: lowest compared OMol25 entry of this formula, charge and spin) ... 174.5 kcal/mol
E_tot ... -244.90107 Ha
F_max ... 3.89 eV Å⁻¹
HOMO-LUMO gap (alpha / beta) ... 9.998 / 8.916 eV
LUMO level (alpha / beta) ... -0.690 / -1.154 eV

Last column: Mulliken charge in e.
Cartesian coordinates (Å):
C1 0.929081 0.042645 -0.054846  -0.59
N1 -0.424793 -0.444318 0.488695  -0.11
O1 -2.654897 -0.203454 0.040651  -0.39
O2 -1.341520 0.077576 -0.200493  0.24
H1 1.717296 -0.462413 0.527354  0.26
H2 0.879321 -0.071130 -1.081457  0.32
H3 0.895514 1.061095 0.280097  0.27

Cartesian forces, eV/Å:
-2.2 -0.3 3.2
0.1 -0.5 0.1
2.5 0.1 0.2
-1.0 0.1 -0.5
-0.5 -0.1 -0.7
0.6 -0.2 -2.1
0.5 0.9 -0.3

# CH3NO2

An isolated molecule of CH3NO2 at a distorted geometry (wB97M-V/def2-TZVPD, the Open Molecules 2025 dataset).

Results
Relative energy (zero: lowest compared OMol25 entry of this formula, charge and spin) ... 12.1 kcal/mol
Structure (SMILES) ... NC(=O)O
E_tot ... -245.15984 Ha
F_max ... 3.06 eV Å⁻¹
HOMO-LUMO gap ... 11.400 eV
LUMO level ... 0.658 eV

Last column: Mulliken charge in e.
Cartesian coordinates (Å):
N1 -0.160596 -0.847722 -0.473872  -0.33
C1 -0.218926 0.444549 -0.078742  0.52
O1 -1.005486 1.299961 -0.303871  -0.48
O2 0.952958 0.756296 0.732798  -0.49
H1 0.593587 -1.448354 -0.189068  0.24
H2 -0.705574 -1.078695 -1.288504  0.23
H3 0.544037 0.873965 1.601259  0.31

Cartesian forces, eV/Å:
-0.5 0.3 -0.5
2.8 0.3 1.3
-1.0 0.0 -0.5
-1.6 -1.0 -0.4
0.0 0.3 -0.1
0.0 -0.2 0.2
0.4 0.4 0.1

# CH3NO2P

The ion CH3NO2P with charge -1 at a distorted geometry (wB97M-V/def2-TZVPD, the Open Molecules 2025 dataset).

Results
Relative energy (zero: lowest compared OMol25 entry of this formula, charge and spin) ... 9.6 kcal/mol
Structure (SMILES) ... O=C([O-])NP
E_tot ... -586.53707 Ha
Net charge ... -1
F_max ... 4.20 eV Å⁻¹
HOMO-LUMO gap ... 8.506 eV
LUMO level ... 4.548 eV

Last column: Mulliken charge in e.
Cartesian coordinates (Å):
O1 2.190754 -0.891343 0.116962  -0.79
C1 1.182285 -0.083865 0.023730  0.61
O2 1.197140 1.132118 -0.221571  -0.67
N1 -0.099143 -0.639666 0.152558  -0.31
P1 -1.190138 0.695142 0.211566  -0.04
H1 -0.155651 -1.334474 0.890506  0.25
H2 -2.377526 0.119659 -0.198036  -0.05
H3 -0.747720 1.002429 -0.975716  -0.02

Cartesian forces, eV/Å:
-2.0 1.4 0.1
3.6 -2.1 -0.1
0.4 0.8 0.0
-1.1 -1.0 0.9
-0.1 0.4 2.7
0.2 0.1 -0.3
-0.9 -0.9 -0.5
-0.1 1.4 -2.8

# CH3NO2S

An isolated molecule of CH3NO2S at a distorted geometry (wB97M-V/def2-TZVPD, the Open Molecules 2025 dataset).

Results
Relative energy (zero: lowest compared OMol25 entry of this formula, charge and spin) ... 73.6 kcal/mol
Structure (SMILES) ... CS(=O)#[N+][O-]
E_tot ... -643.19686 Ha
F_max ... 1.82 eV Å⁻¹
HOMO-LUMO gap ... 8.599 eV
LUMO level ... -0.595 eV

Last column: Mulliken charge in e.
Cartesian coordinates (Å):
C1 0.963764 -0.214469 -0.016919  -0.91
S1 -0.761329 -0.885053 0.112810  0.49
O1 -1.427147 -1.037647 -1.162959  -0.50
N1 -1.012223 0.810049 0.766203  0.15
O2 -1.820404 1.417880 0.160864  -0.28
H1 1.725885 -0.974771 -0.179049  0.36
H2 1.328072 0.175034 0.955028  0.36
H3 1.003385 0.708975 -0.635976  0.33

Cartesian forces, eV/Å:
0.8 0.7 0.6
1.4 0.1 1.1
-0.1 0.1 -0.9
-1.1 0.8 0.3
0.3 -0.2 0.1
-0.4 -0.1 -1.0
-0.9 -0.3 0.0
0.0 -1.1 -0.3

# CH3NO2S

An isolated molecule of CH3NO2S at a distorted geometry (wB97M-V/def2-TZVPD, the Open Molecules 2025 dataset).

Results
Relative energy (zero: lowest compared OMol25 entry of this formula, charge and spin) ... 37.3 kcal/mol
E_tot ... -643.25474 Ha
F_max ... 2.97 eV Å⁻¹
HOMO-LUMO gap ... 9.348 eV
LUMO level ... 0.623 eV

Last column: Mulliken charge in e.
Cartesian coordinates (Å):
C1 0.863485 0.422204 1.267187  0.01
N1 -0.962627 -0.872073 0.046077  -0.46
O1 1.871329 0.286412 0.705805  -0.29
O2 0.245224 0.829825 -1.567861  -0.42
S1 -0.709012 0.760877 -0.247868  0.21
H1 1.199381 0.840181 -1.228876  0.36
H2 -0.485111 -1.401802 0.807865  0.30
H3 -2.022671 -0.865624 0.217672  0.29

Cartesian forces, eV/Å:
2.3 -0.4 1.2
-2.9 0.1 0.4
-0.8 0.3 0.1
1.2 -0.1 0.9
-0.5 -0.1 -1.0
-1.3 -0.1 -0.5
-0.1 1.1 -0.6
2.1 -0.8 -0.5

# CH3NO2S

An isolated molecule of CH3NO2S at a distorted geometry (wB97M-V/def2-TZVPD, the Open Molecules 2025 dataset).

Results
Relative energy (zero: lowest compared OMol25 entry of this formula, charge and spin) ... 60.1 kcal/mol
Structure (SMILES) ... O=S1(=O)CN1
E_tot ... -643.21841 Ha
F_max ... 5.05 eV Å⁻¹
HOMO-LUMO gap ... 10.310 eV
LUMO level ... 0.418 eV

Last column: Mulliken charge in e.
Cartesian coordinates (Å):
O1 1.442842 -1.376442 0.081069  -0.53
S1 1.007321 -0.005424 0.069499  0.90
O2 1.892555 1.094356 0.134947  -0.50
C1 -0.770492 0.190824 0.478689  -0.26
N1 -0.365960 0.174736 -0.933681  -0.44
H1 -1.034566 1.068076 1.100069  0.24
H2 -1.309158 -0.702672 0.669158  0.29
H3 -0.862540 -0.443452 -1.599753  0.30

Cartesian forces, eV/Å:
0.6 0.3 0.1
-4.5 -2.2 -0.9
0.4 0.7 -0.1
2.0 0.1 0.7
0.9 1.7 -0.7
-0.2 -0.1 -1.1
-0.2 -0.8 1.1
1.0 0.3 0.8

# CH3NO2S2

An isolated molecule of CH3NO2S2 at a distorted geometry (wB97M-V/def2-TZVPD, the Open Molecules 2025 dataset).

Results
Relative energy (zero: lowest compared OMol25 entry of this formula, charge and spin) ... 110.3 kcal/mol
Structure (SMILES) ... NS(=O)(=O)C=S
E_tot ... -1041.31551 Ha
F_max ... 8.11 eV Å⁻¹
HOMO-LUMO gap (alpha / beta) ... 6.593 / 6.591 eV
LUMO level (alpha / beta) ... -3.015 / -3.016 eV

Last column: Mulliken charge in e.
Cartesian coordinates (Å):
N1 -1.071018 -0.446437 0.516167  -0.55
S1 0.021787 0.879309 0.743079  1.14
O1 -0.591718 2.059225 0.215262  -0.58
O2 0.463757 0.871516 2.099726  -0.55
C1 1.401056 0.629104 -0.334948  -0.37
S2 1.737884 -1.437223 -1.052550  -0.09
H1 -1.411716 -1.022592 1.397231  0.30
H2 -1.862969 0.021639 0.056303  0.29
H3 2.213972 1.286170 -0.340251  0.39

Cartesian forces, eV/Å:
-0.1 0.7 1.4
-1.4 -1.3 0.5
-0.2 0.0 -0.4
0.5 -0.2 0.0
-0.6 -8.0 -1.3
-0.9 6.3 2.0
1.4 2.0 -2.2
0.2 -0.6 0.2
1.0 1.2 -0.1

# CH3NO2S2

A cluster of 2 separate species, CH3NO2S2 in total at a distorted geometry (wB97M-V/def2-TZVPD, the Open Molecules 2025 dataset).

Results
Relative energy (zero: lowest compared OMol25 entry of this formula, charge and spin) ... 66.3 kcal/mol
Structure (SMILES) ... O=NO.S=CS
E_tot ... -1041.38572 Ha
F_max ... 4.25 eV Å⁻¹
HOMO-LUMO gap ... 8.451 eV
LUMO level ... -0.486 eV

Last column: Mulliken charge in e.
Cartesian coordinates (Å):
O1 1.649634 1.158849 0.181338  -0.27
N1 1.859962 0.177437 -0.379730  0.29
O2 3.188312 -0.292047 -0.246034  -0.38
H1 3.205653 -1.099103 -0.670485  0.36
S1 -1.034052 -1.431676 0.663749  -0.19
C1 -1.616302 0.138013 0.563584  -0.17
S2 -2.967595 0.780513 -0.331531  -0.09
H2 -1.150178 0.916516 1.192241  0.28
H3 -3.135438 -0.348503 -0.973128  0.16

Cartesian forces, eV/Å:
0.6 0.8 0.6
-0.4 -1.6 -1.1
0.1 3.7 2.1
-0.3 -2.9 -1.7
-0.9 2.2 -0.4
0.7 -1.3 0.7
0.9 0.2 0.6
-0.2 -0.3 -0.4
-0.4 -0.7 -0.6

# CH3NO2S2

An isolated molecule of CH3NO2S2 at a distorted geometry (wB97M-V/def2-TZVPD, the Open Molecules 2025 dataset).

Results
Relative energy (zero: lowest compared OMol25 entry of this formula, charge and spin) ... 73.3 kcal/mol
E_tot ... -1041.37457 Ha
F_max ... 3.69 eV Å⁻¹
HOMO-LUMO gap ... 8.972 eV
LUMO level ... -0.602 eV

Last column: Mulliken charge in e.
Cartesian coordinates (Å):
C1 1.106865 0.185326 -0.146419  -0.87
N1 -1.552258 0.842656 -0.280565  0.17
O1 -2.278811 1.785125 -0.110634  -0.39
O2 0.548542 -2.480654 0.342443  -0.50
S1 -1.622665 -0.477001 0.736005  0.04
S2 0.052139 -1.347869 -0.417873  0.49
H1 1.232474 0.507237 0.924386  0.33
H2 2.025844 -0.057634 -0.545033  0.35
H3 0.487871 1.042814 -0.502314  0.39

Cartesian forces, eV/Å:
-2.8 0.7 2.4
-0.7 1.6 -1.1
0.0 -0.5 0.3
0.4 -0.4 0.4
0.0 -1.0 0.7
0.0 1.6 0.1
-0.1 -1.1 -0.6
1.9 0.0 -1.3
1.2 -0.9 -0.8

# CH3NO2S2

An isolated molecule of CH3NO2S2 at a distorted geometry (wB97M-V/def2-TZVPD, the Open Molecules 2025 dataset).

Results
Relative energy (zero: lowest compared OMol25 entry of this formula, charge and spin) ... 45.0 kcal/mol
E_tot ... -1041.41964 Ha
F_max ... 5.36 eV Å⁻¹
HOMO-LUMO gap ... 9.990 eV
LUMO level ... 0.124 eV

Last column: Mulliken charge in e.
Cartesian coordinates (Å):
C1 -0.409744 -0.190765 0.590677  -0.26
N1 -0.246414 0.999297 -0.162163  -0.34
O1 -0.584248 3.129592 1.903856  -0.47
O2 -1.447358 1.697356 0.106065  -0.23
S1 -0.501923 0.237310 2.390973  -0.18
S2 -1.532179 2.071897 1.751317  0.57
H1 -1.211737 -0.712454 0.299462  0.31
H2 0.444195 -0.987063 0.427808  0.30
H3 0.534321 1.576879 0.152858  0.30

Cartesian forces, eV/Å:
5.2 -0.7 1.2
-0.2 -0.4 -0.8
0.9 1.1 0.6
-0.1 -0.1 0.8
-0.7 0.5 -0.8
-0.6 -1.0 -0.4
-3.4 -1.4 -1.0
-1.1 2.0 0.4
-0.1 0.0 0.1

# CH3NO3

An isolated molecule of CH3NO3 at a distorted geometry (wB97M-V/def2-TZVPD, the Open Molecules 2025 dataset).

Results
Relative energy (zero: lowest compared OMol25 entry of this formula, charge and spin) ... 83.8 kcal/mol
Structure (SMILES) ... [H]/N=C(/O)OO
E_tot ... -320.20911 Ha
F_max ... 5.24 eV Å⁻¹
HOMO-LUMO gap ... 10.663 eV
LUMO level ... 0.110 eV

Last column: Mulliken charge in e.
Cartesian coordinates (Å):
H1 0.804984 -1.204063 -1.741055  0.27
N1 1.122206 -0.355850 -1.319491  -0.54
C1 0.374567 0.080808 -0.409830  0.56
O1 0.925921 1.254789 0.144366  -0.40
O2 -0.920958 -0.891146 -0.068432  -0.19
O3 -1.785715 -0.031554 0.676811  -0.35
H2 0.985730 1.262923 1.112135  0.32
H3 -1.506736 -0.115907 1.605496  0.33

Cartesian forces, eV/Å:
-0.6 -0.6 -0.4
-0.8 0.2 0.6
1.7 -1.8 -1.1
-2.6 -1.3 0.6
3.1 4.2 0.7
-0.5 -0.1 0.1
-0.4 -0.2 -0.2
0.0 -0.4 -0.3

# CH3NO3

A cluster of 2 separate species, CH3NO3 in total at a distorted geometry (wB97M-V/def2-TZVPD, the Open Molecules 2025 dataset).

Results
Relative energy (zero: lowest compared OMol25 entry of this formula, charge and spin) ... 73.8 kcal/mol
E_tot ... -320.22509 Ha
F_max ... 3.66 eV Å⁻¹
HOMO-LUMO gap (alpha / beta) ... 10.058 / 10.058 eV
LUMO level (alpha / beta) ... -0.076 / -0.076 eV

Last column: Mulliken charge in e.
Cartesian coordinates (Å):
C1 -0.588832 0.782185 -0.266208  0.62
N1 1.591167 -0.253896 -0.279962  -0.42
O1 -0.459528 1.927567 -0.120298  -0.33
O2 -2.180717 -0.366021 -0.139149  -0.62
O3 0.074280 -0.287857 -0.384640  -0.10
H1 1.779311 0.196364 0.692408  0.28
H2 1.912871 -1.241929 -0.277102  0.28
H3 -2.128553 -0.756412 0.774950  0.28

Cartesian forces, eV/Å:
-2.8 -2.1 1.2
0.0 1.9 1.5
-0.4 -0.2 -0.2
1.8 2.2 0.6
2.7 -2.2 0.0
-0.5 -1.3 -2.1
-1.1 0.7 0.2
0.3 0.8 -1.2